1.
Here is 2 unconnected molecules or ions with the total composition C4H12O2 in a non-equilibrium geometry from the Open Molecules 2025 dataset. Energies are from ωB97M-V with the def2-TZVPD basis set.

```
18
Properties=species:S:1:pos:R:3:forces:R:3
C 0.951827 1.374993 -0.435345 -0.437 1.028 1.428
C 0.672177 0.941603 1.049275 0.799 1.422 -0.831
C -0.236923 -0.207207 1.139955 -0.631 -1.179 -0.093
O 1.926667 0.784163 1.744255 -0.265 -0.583 -0.322
H 1.645377 0.739293 -0.985785 0.092 -0.044 0.395
H 1.331027 2.394763 -0.369255 0.485 -0.074 -0.192
H 0.040987 1.458193 -1.028265 -0.008 -0.261 0.284
H 0.222927 1.708783 1.679915 -0.578 0.840 -0.942
H -1.127483 -0.048807 0.531745 0.282 0.417 0.242
H -0.599763 -0.358367 2.156615 0.263 -0.343 0.130
H 0.248197 -1.088887 0.721165 -0.058 -0.289 0.336
H 1.631777 0.863083 2.654425 0.622 -0.159 0.317
C -1.461693 -1.495447 -1.389755 0.429 -0.816 -0.681
O -0.369833 -0.671397 -1.891015 -1.668 -0.567 0.241
H -1.935203 -1.165827 -0.464965 0.263 0.385 -0.291
H -2.253713 -1.621317 -2.127975 0.153 0.590 -0.341
H -1.180423 -2.531517 -1.201215 0.533 -0.009 0.088
H 0.494067 -1.076097 -1.783775 -0.273 -0.359 0.234
```
Forces are in eV/Å.

Its energy above the lowest of the compared OMol25 structures with the same formula, charge and spin is 31.00 kcal per mole. As for the structure (SMILES): CC(C)O.CO. The value obtained for the HOMO energy is -10.099 eV. As for the LUMO energy: 0.854 eV. The electronic energy is -310.02352 a.u. The value obtained for the orbital gap is 0.403 hartree.

***

2.
Here is 2 unconnected molecules or ions with the total composition C8H14NO in a non-equilibrium geometry from the Open Molecules 2025 dataset. Energies are from ωB97M-V with the def2-TZVPD basis set.

```
24
Properties=species:S:1:pos:R:3:forces:R:3
C -0.879592 2.381237 -2.345414 0.808 0.488 -1.360
N -0.339597 2.647005 -0.978916 -0.664 -0.062 -0.710
H 0.548216 2.153109 -0.824275 -0.330 0.206 0.134
H -0.210020 3.659162 -0.935642 0.310 -0.128 0.363
H -1.011707 2.375550 -0.232556 0.598 -0.150 0.128
H -0.167089 2.779692 -3.070441 0.154 0.172 0.200
H -1.777062 2.968442 -2.511917 -0.309 -0.420 0.302
H -0.931573 1.336608 -2.636330 -0.481 -0.146 0.753
C 1.278430 -3.372711 0.092914 -0.722 -1.030 0.320
C -0.450171 0.301529 1.300543 0.887 0.388 0.903
C -1.182842 -0.487085 0.470261 0.056 -0.953 -1.157
C 0.704348 -0.179036 1.959292 -0.704 1.116 -0.225
C -0.639268 -1.735065 0.044006 -0.441 1.403 0.661
C 1.181765 -1.398965 1.622250 -0.513 -1.284 -1.198
C 0.540205 -2.158371 0.592301 1.140 -0.412 0.515
O -0.821022 1.637375 1.462010 -0.376 0.095 0.107
H -0.175346 2.115372 1.999303 -0.146 -0.316 0.225
H -2.129679 -0.167251 0.050235 0.046 0.214 0.062
H 1.204463 0.456602 2.681185 0.024 -0.044 0.062
H -1.151013 -2.268020 -0.743393 0.004 -0.263 0.091
H 2.065146 -1.831025 2.069071 0.079 0.189 0.120
H 0.677493 -4.289778 0.028962 -0.472 0.420 -0.108
H 2.014585 -3.700532 0.825333 0.569 0.428 -0.369
H 1.651341 -3.223855 -0.918777 0.485 0.089 0.180
```
Forces are in eV/Å.

Its energy above the lowest of the compared OMol25 structures with the same formula, charge and spin is 8.38 kcal per mole. The value obtained for the HOMO energy is -11.875 eV. As for the LUMO energy: -3.480 eV. The total charge is +1. The electronic energy is -442.97351 a.u. The value obtained for the orbital gap is 0.309 hartree.

***

Q: orbital gap of number 2 (C8H14NO)?
A: 0.309 hartree

***

Q: orbital gap of number 2 (C8H14NO)?
A: 0.309 hartree

***

What did the first record say?
Here is 2 unconnected molecules or ions with the total composition C4H12O2 in a non-equilibrium geometry from the Open Molecules 2025 dataset. Energies are from ωB97M-V with the def2-TZVPD basis set.

```
18
Properties=species:S:1:pos:R:3:forces:R:3
C 0.951827 1.374993 -0.435345 -0.437 1.028 1.428
C 0.672177 0.941603 1.049275 0.799 1.422 -0.831
C -0.236923 -0.207207 1.139955 -0.631 -1.179 -0.093
O 1.926667 0.784163 1.744255 -0.265 -0.583 -0.322
H 1.645377 0.739293 -0.985785 0.092 -0.044 0.395
H 1.331027 2.394763 -0.369255 0.485 -0.074 -0.192
H 0.040987 1.458193 -1.028265 -0.008 -0.261 0.284
H 0.222927 1.708783 1.679915 -0.578 0.840 -0.942
H -1.127483 -0.048807 0.531745 0.282 0.417 0.242
H -0.599763 -0.358367 2.156615 0.263 -0.343 0.130
H 0.248197 -1.088887 0.721165 -0.058 -0.289 0.336
H 1.631777 0.863083 2.654425 0.622 -0.159 0.317
C -1.461693 -1.495447 -1.389755 0.429 -0.816 -0.681
O -0.369833 -0.671397 -1.891015 -1.668 -0.567 0.241
H -1.935203 -1.165827 -0.464965 0.263 0.385 -0.291
H -2.253713 -1.621317 -2.127975 0.153 0.590 -0.341
H -1.180423 -2.531517 -1.201215 0.533 -0.009 0.088
H 0.494067 -1.076097 -1.783775 -0.273 -0.359 0.234
```
Forces are in eV/Å.

Its energy above the lowest of the compared OMol25 structures with the same formula, charge and spin is 31.00 kcal per mole. As for the structure (SMILES): CC(C)O.CO. The value obtained for the HOMO energy is -10.099 eV. As for the LUMO energy: 0.854 eV. The electronic energy is -310.02352 a.u. The value obtained for the orbital gap is 0.403 hartree.